Entry 1:
Entry from OMol25: C11H16N2S in the gas phase (ωB97M-V/def2-TZVPD).

gap between HOMO and LUMO = 7.272 eV
net charge = 0

The geometry in XYZ format:
```
30
Properties=species:S:1:pos:R:3:forces:R:3:lowdin_charge:R:1
C -0.863 2.920 -0.975 -0.007 0.106 -0.023 -0.081
C -2.184 2.559 -1.183 -0.052 -0.006 -0.099 -0.089
C -0.118 2.298 0.012 -0.106 -0.075 0.055 -0.060
C -2.755 1.568 -0.401 -0.138 -0.025 -0.026 -0.078
C -0.680 1.296 0.795 -0.009 0.050 -0.021 -0.232
C -2.008 0.944 0.581 0.077 -0.223 0.182 -0.035
C 0.134 0.651 1.886 -0.014 0.747 0.107 -0.164
C 2.274 -1.516 -0.826 -0.148 0.136 0.141 -0.054
C -0.144 -1.724 -1.516 0.005 0.186 0.200 -0.049
C 0.488 -1.529 0.865 -0.238 1.037 0.732 -0.114
C 0.832 -1.093 -0.519 0.118 0.055 -0.259 -0.392
N -0.612 -0.426 4.478 -0.728 0.761 0.768 -0.550
N 0.203 -0.787 1.877 0.457 -0.867 -1.473 -0.281
S -0.149 -1.580 3.542 0.219 -0.938 0.218 0.719
H -0.411 3.693 -1.577 0.037 0.088 -0.075 0.102
H -2.767 3.044 -1.952 -0.019 0.053 -0.049 0.101
H 0.911 2.590 0.170 0.135 0.018 0.029 0.113
H -3.791 1.285 -0.550 0.055 0.012 0.002 0.106
H 1.154 1.052 1.879 -0.126 -0.071 0.055 0.139
H -0.321 0.884 2.869 0.199 -0.002 -0.174 0.091
H 2.389 -2.592 -0.713 0.062 -0.150 -0.024 0.082
H 2.531 -1.244 -1.847 0.026 -0.005 -0.076 0.082
H 2.969 -1.023 -0.150 0.126 -0.003 0.031 0.082
H 0.107 -1.417 -2.528 0.024 -0.002 -0.080 0.084
H -1.161 -1.403 -1.300 -0.114 -0.014 -0.044 0.077
H -0.101 -2.809 -1.460 -0.014 -0.163 -0.027 0.083
H -2.456 0.172 1.194 -0.028 -0.030 0.058 0.124
H 0.501 -2.593 1.066 -0.042 -0.294 0.080 0.130
H 0.759 -0.008 -0.600 0.022 -0.162 0.041 0.115
H 0.143 -0.029 5.039 0.222 -0.215 -0.246 -0.054
```
Forces are in eV/Å.

***

Entry 2:
Entry from OMol25: C11H16N4O3 in the gas phase (ωB97M-V/def2-TZVPD).

gap between HOMO and LUMO = 8.407 eV
net charge = 0

The geometry in XYZ format:
```
34
Properties=species:S:1:pos:R:3:forces:R:3:lowdin_charge:R:1
C 1.676 0.878 -0.320 5.162 1.567 4.780 -0.309
C 1.294 -0.540 0.279 0.462 3.436 -3.738 -0.441
C 1.139 1.375 -1.533 -4.577 -1.003 -1.820 -0.197
C 2.176 2.318 -2.247 0.591 -2.014 4.902 -0.126
C 3.606 1.716 -1.858 -0.554 0.273 1.392 -0.179
C -1.064 -1.875 0.305 4.023 -0.804 1.979 -0.127
C -0.617 -2.878 -0.763 0.853 1.530 1.920 -0.574
C -2.575 -1.522 0.228 -0.034 -5.442 -3.537 -0.137
C -2.840 -0.610 1.284 -0.766 2.557 4.070 -0.350
C -3.128 -0.601 2.704 1.329 -3.480 2.262 -0.055
C -2.593 1.446 2.108 0.013 -3.403 -0.605 -0.100
H 3.687 0.281 -0.098 0.452 0.371 -0.840 0.083
H 1.558 1.584 0.533 -0.635 -0.264 -0.251 0.138
H 0.807 0.325 -1.945 0.657 2.311 -1.052 0.151
H 0.092 1.853 -1.206 2.078 -0.446 -1.443 0.149
H 2.098 2.185 -3.233 -0.781 0.803 -4.014 0.048
H 2.033 3.273 -1.697 0.375 -0.222 -1.290 0.123
H 4.033 0.859 -2.416 -0.503 0.958 -0.754 0.093
H 4.407 2.673 -1.962 -1.887 -2.626 1.176 0.146
H -0.665 0.169 -0.007 1.502 -0.459 0.118 0.114
H -0.795 -2.425 1.393 -0.677 1.664 -2.745 0.215
H -2.748 -1.312 -0.936 -0.061 0.655 2.793 0.176
H -3.187 -2.593 0.261 1.817 2.669 0.379 0.185
H -3.132 -1.331 3.682 -0.452 0.848 -3.433 0.166
H -2.805 2.488 2.114 0.648 0.669 0.017 0.101
H -2.944 0.925 4.129 -0.422 0.504 2.086 0.112
H 1.227 -2.446 -0.633 0.955 0.451 0.606 0.051
N 3.214 1.067 -0.539 -0.634 0.161 0.713 -0.040
N -0.027 -0.662 0.062 -4.356 -1.448 1.724 0.122
N -2.495 0.651 0.983 -0.785 3.665 1.923 0.061
N -2.850 0.619 3.220 -0.136 1.543 -5.843 0.037
O 2.216 -1.310 0.428 -0.565 -1.761 1.171 0.065
O -1.440 -3.579 -1.182 -3.065 -2.928 -2.190 0.140
O 0.641 -3.000 -1.140 -0.028 -0.335 -0.458 0.156
```
Forces are in eV/Å.

***

Entry 3:
Entry from OMol25: C11H16N4O3 in the gas phase (ωB97M-V/def2-TZVPD).

gap between HOMO and LUMO = 8.852 eV
net charge = 0

The geometry in XYZ format:
```
34
Properties=species:S:1:pos:R:3:forces:R:3:lowdin_charge:R:1
O 0.063 4.104 -2.144 -0.213 -0.336 -1.517 0.066
O 1.737 1.934 1.175 0.837 -0.476 1.496 0.074
N -2.331 -2.615 3.502 1.423 0.968 1.677 0.132
O -0.421 -1.180 3.638 -1.107 -0.708 -0.415 0.021
C 0.492 3.016 -1.782 -1.657 2.461 -1.304 -0.428
C 1.394 1.882 0.016 0.507 -0.449 3.442 -0.481
C -1.442 -1.842 2.988 -1.575 -2.188 -0.341 -0.473
C 0.951 0.613 -1.951 -0.453 2.854 -0.781 0.027
C 0.503 1.771 -2.574 0.706 -1.914 0.388 -0.137
N 0.896 3.027 -0.497 0.634 -3.512 -1.903 0.222
N 1.427 0.665 -0.628 -0.581 -0.232 -2.669 0.001
N -1.354 -1.680 1.641 0.208 0.890 -0.755 -0.092
C 0.064 1.762 -4.047 0.584 1.139 0.967 -0.037
C -2.386 -2.122 0.686 0.581 -0.229 0.773 -0.027
C 1.910 -0.584 -0.022 -0.242 -0.165 0.385 -0.120
C 0.190 -0.300 2.690 0.006 0.821 -0.309 -0.098
C 0.768 -1.473 0.477 0.188 -0.137 -0.377 -0.118
C -0.290 -0.767 1.300 0.272 -0.064 0.273 -0.283
H -2.866 -3.195 2.868 0.190 0.530 -0.262 0.021
H 0.976 -0.287 -2.565 0.196 -0.152 0.734 0.137
H 0.815 3.853 0.039 0.081 0.678 0.641 0.170
H 0.385 0.865 -4.543 0.300 -0.451 -0.147 0.064
H 0.473 2.642 -4.579 -0.090 -0.459 0.317 0.093
H -1.003 1.823 -4.150 -0.594 0.096 0.097 0.073
H -3.399 -1.741 0.964 0.733 -0.237 -0.175 0.101
H -2.080 -1.724 -0.295 -0.333 -0.322 0.312 0.084
H -2.397 -3.246 0.675 -0.143 1.005 -0.248 0.100
H 2.556 -0.389 0.816 0.327 0.613 0.136 0.115
H 2.501 -1.132 -0.765 -0.124 0.264 0.046 0.130
H 1.300 -0.313 2.764 -0.857 -0.054 0.273 0.133
H -0.190 0.730 2.864 0.486 -0.593 0.087 0.135
H 1.181 -2.321 1.064 -0.194 0.424 -0.384 0.146
H 0.265 -1.872 -0.405 -0.067 -0.322 -0.037 0.105
H -0.689 0.095 0.781 -0.028 0.257 -0.423 0.144
```
Forces are in eV/Å.

***

Entry 4:
Entry from OMol25: C11H16O3 in the gas phase (ωB97M-V/def2-TZVPD).

gap between HOMO and LUMO = 10.645 eV
net charge = 0

The geometry in XYZ format:
```
30
Properties=species:S:1:pos:R:3:forces:R:3:lowdin_charge:R:1
O 2.656 1.219 0.824 0.212 -0.837 -0.906 -0.078
O 1.430 0.125 -0.941 0.318 0.815 0.576 -0.057
O -2.019 -0.721 2.769 -0.416 -0.037 0.318 -0.030
C 4.161 -0.442 -2.114 -1.618 1.133 2.147 0.048
C 3.757 -0.094 -0.819 1.599 -1.870 -4.067 -0.071
C 2.627 0.815 -0.581 -0.712 0.975 0.829 -0.361
C 1.495 1.857 1.332 -0.417 -0.448 0.374 -0.154
C 0.272 0.845 -0.527 -0.417 -0.236 0.619 -0.121
C -2.331 1.103 1.091 -1.084 -0.788 -0.564 -0.152
C -1.048 1.783 1.465 0.934 0.311 0.081 -0.146
C 0.273 -0.276 1.860 -1.067 0.477 -0.532 -0.053
C -2.390 -0.383 1.440 2.603 -0.093 0.398 -0.204
C -1.033 -1.075 1.815 -1.359 0.847 -0.873 -0.190
C 0.236 1.048 1.010 0.028 -0.517 0.333 -0.379
H 3.649 -0.029 -3.021 0.540 -0.151 1.036 0.073
H 4.913 -1.203 -2.333 -0.168 0.268 0.407 0.048
H 4.189 -0.650 -0.010 0.137 0.144 0.520 0.100
H 2.764 1.722 -1.215 -0.501 -0.212 0.334 0.166
H 1.414 2.849 0.908 -0.096 0.541 -0.147 0.125
H 1.589 1.939 2.439 0.300 0.010 -0.752 0.146
H 0.184 1.828 -1.042 0.207 -0.334 0.218 0.147
H -0.580 0.239 -0.819 -0.011 -0.130 -0.246 0.126
H -3.185 1.611 1.610 0.553 -0.279 -0.743 0.134
H -2.432 1.141 -0.014 -0.468 0.210 0.543 0.117
H -1.057 1.844 2.552 0.391 0.211 0.171 0.127
H -1.038 2.804 1.067 -0.097 -0.026 0.082 0.125
H 1.061 -0.949 1.612 0.782 -0.280 -0.577 0.109
H 0.470 0.029 2.890 -0.192 -0.023 0.104 0.129
H -3.209 -0.949 1.000 0.148 -0.118 0.164 0.135
H -0.941 -2.154 1.628 -0.128 0.436 0.151 0.140
```
Forces are in eV/Å.

***

Entry 5:
Entry from OMol25: C11H16Si in the gas phase (ωB97M-V/def2-TZVPD).

gap between HOMO and LUMO = 9.578 eV
net charge = 0

The geometry in XYZ format:
```
28
Properties=species:S:1:pos:R:3:forces:R:3:lowdin_charge:R:1
C -1.978 -0.874 1.321 0.272 -0.599 0.434 -0.054
C -0.820 -1.507 1.485 -0.030 0.620 -1.218 -0.212
C -0.814 3.592 -0.469 -0.355 -0.473 0.506 -0.097
C -0.394 2.871 -1.574 0.086 0.385 -0.009 -0.097
C -0.623 3.070 0.807 0.426 0.072 0.013 -0.082
C 0.331 1.711 -1.441 0.523 -0.219 1.213 -0.051
C 0.103 1.901 0.953 0.355 -0.020 -0.694 -0.064
C 0.671 1.258 -0.157 -0.934 0.001 0.207 -0.287
C -0.416 -2.077 -1.488 0.416 0.207 0.567 -0.147
C 1.632 -2.906 0.536 -0.230 0.099 0.181 -0.191
C 1.439 0.006 0.073 0.766 -0.217 -0.829 -0.216
Si 0.439 -1.565 0.117 -0.446 -0.663 0.054 0.501
H -2.653 -0.742 2.138 -0.534 0.087 0.435 0.044
H -2.324 -0.525 0.366 0.043 0.327 -0.375 0.049
H -0.526 -1.915 2.421 -0.024 -0.111 0.983 0.048
H -1.372 4.496 -0.589 -0.147 0.448 -0.133 0.092
H -0.576 3.254 -2.554 -0.229 0.196 -0.504 0.095
H -0.954 3.589 1.703 -0.178 -0.009 -0.246 0.103
H 0.680 1.165 -2.294 0.164 -0.139 -0.447 0.103
H 0.263 1.445 1.913 0.053 0.097 0.396 0.106
H -0.125 -3.107 -1.730 -0.070 0.252 -0.071 0.036
H -1.470 -2.050 -1.269 -0.530 -0.105 -0.168 0.013
H -0.221 -1.411 -2.314 0.089 0.074 -0.380 0.018
H 2.316 -2.989 -0.297 0.444 -0.336 -0.047 0.032
H 2.143 -2.705 1.471 0.340 0.011 0.074 0.033
H 1.057 -3.815 0.667 0.064 -0.390 -0.123 0.034
H 2.130 -0.190 -0.772 -0.104 0.234 0.311 0.096
H 2.063 0.022 0.977 -0.229 0.171 -0.130 0.094
```
Forces are in eV/Å.

***

Entry 6:
Entry from OMol25: a molecular structure, C11H17BN6O3PbS (ωB97M-V/def2-TZVPD).

gap between HOMO and LUMO (alpha / beta) = 4.185 / 4.296 eV
net charge = +2

The geometry in XYZ format:
```
40
Properties=species:S:1:pos:R:3:forces:R:3:lowdin_charge:R:1
H -0.135 2.911 1.601 -0.005 -0.097 -0.160 0.131
N 0.120 1.711 -0.111 -0.409 1.666 1.648 0.104
B 0.718 0.759 -2.335 -0.542 -0.297 0.057 -0.448
N 0.636 1.963 -1.367 1.022 2.466 -0.818 0.032
C 0.988 3.261 -1.481 -0.230 -3.482 -1.715 0.084
Pb -1.811 -0.467 0.735 1.286 1.859 3.526 1.483
H 1.409 3.630 -2.400 0.047 0.206 -0.034 0.161
C 0.697 3.870 -0.259 -0.088 1.297 1.415 0.129
H 0.854 4.906 -0.002 -0.016 0.018 -0.018 0.150
C 0.172 2.859 0.563 -0.255 -1.614 0.124 -0.039
H 1.146 1.078 -3.409 -0.258 -0.074 0.174 0.134
C -1.641 -2.592 1.222 -0.023 -1.219 0.809 -0.173
H -2.314 -2.721 2.081 -0.141 0.073 -0.414 0.025
H -0.659 -2.911 1.629 -0.274 1.030 -0.554 0.027
H -1.924 -3.263 0.392 -0.128 0.758 0.128 0.039
N -0.736 0.155 -2.394 -0.479 -0.135 0.736 0.017
N 1.635 -0.291 -1.664 2.045 -0.429 -1.149 0.025
N -1.484 -0.379 -1.336 -0.318 -0.589 -3.911 -0.188
N 1.222 -0.809 -0.457 0.981 -1.813 1.405 0.143
C -1.475 0.100 -3.516 0.161 -0.052 0.446 -0.016
C 2.825 -0.811 -2.009 -2.566 2.899 -2.107 0.069
H -1.067 0.488 -4.447 -0.218 -0.198 0.272 0.150
H 3.282 -0.495 -2.949 0.065 -0.292 0.393 0.168
C -2.694 -0.483 -3.226 -0.499 -0.210 -0.370 -0.009
C 3.205 -1.695 -1.015 0.785 -1.531 1.672 0.126
C -2.674 -0.812 -1.880 1.512 1.045 -0.622 -0.132
C 2.170 -1.659 -0.061 -1.264 0.672 0.451 -0.025
H -3.502 -0.635 -3.920 -0.009 -0.122 -0.018 0.125
H 4.101 -2.287 -0.970 0.137 -0.059 -0.068 0.148
H -3.458 -1.306 -1.305 0.266 0.150 -0.051 0.122
H 2.085 -2.177 0.891 -0.013 0.204 -0.206 0.125
H -2.509 1.229 0.701 0.243 -1.511 0.299 0.046
C -0.316 -0.636 4.853 -0.088 0.074 -0.318 -0.129
S 0.542 -0.161 3.357 0.914 -0.752 2.056 0.402
O 1.748 0.490 3.812 -0.485 0.060 -0.915 -0.304
O 0.730 -1.400 2.585 -0.275 0.536 -0.372 -0.421
O -0.421 0.758 2.665 -0.851 -0.527 -1.560 -0.493
H 0.316 -1.278 5.469 0.029 0.076 -0.284 0.080
H -1.217 -1.168 4.548 -0.056 0.008 0.199 0.055
H -0.563 0.268 5.412 -0.002 -0.095 -0.145 0.076
```
Forces are in eV/Å.